Entry 1:
Density functional theory data (ωB97M-V/def2-TZVPD) for the molecule C8H8N2O2S2.

```
22
Properties=species:S:1:pos:R:3:forces:R:3
S 1.094 2.009 -0.930 -0.25 -0.75 -1.12
S -2.042 0.153 -1.767 -0.05 0.38 0.16
O 1.487 2.835 -2.059 0.02 -0.28 0.55
O 0.985 2.533 0.404 0.20 0.49 0.52
N -0.663 -0.100 -0.962 -0.10 0.30 -0.53
N 2.224 0.700 -0.846 -0.09 -0.16 -0.22
C -1.201 -1.132 2.558 0.25 -0.09 -0.25
C -0.526 -0.413 0.376 -0.43 0.96 -2.53
C -1.502 -0.675 1.277 -2.44 0.11 2.30
C 0.122 -1.306 2.947 0.38 0.42 0.53
C 0.791 -0.473 0.758 0.36 -1.89 0.70
C 1.096 -0.953 2.008 1.84 -0.27 0.37
C 1.931 -0.318 -0.124 1.65 2.45 0.52
C -1.275 0.579 -3.366 -1.33 -3.28 1.80
H -0.682 1.377 -3.303 2.24 3.34 0.50
H -2.052 -1.358 3.190 0.31 0.06 0.27
H -1.990 0.684 -4.103 -1.70 0.24 -1.40
H -0.695 -0.286 -3.549 0.75 -0.80 -0.56
H -2.571 -0.396 1.214 0.69 -0.39 -1.01
H 2.219 -1.043 2.101 -1.47 -0.19 0.93
H 0.389 -1.581 3.983 -0.16 -0.07 -0.84
H 2.859 -0.835 0.193 -0.68 -0.56 -0.69
```
Forces are in eV/Å.

## Properties
HOMO energy (spin up / spin down)   -0.3157 / -0.2961 hartree
ΔE to the lowest compared entry with this formula, charge and spin   24.2 kcal/mol
E_LUMO (spin up / spin down)   -1.57 / -1.39 eV
F_max   4.05 eV/Å
Total energy   -1365.86423 Eh
Orbital gap (spin up / spin down)   7.022 / 6.668 eV

Entry 2:
Density functional theory data (ωB97M-V/def2-TZVPD) for the molecule C4H6N2O.

```
13
Properties=species:S:1:pos:R:3:forces:R:3
O 0.857 -1.038 -0.062 0.01 0.03 0.11
N -0.074 0.316 1.555 0.06 -0.03 -0.05
N -1.514 1.599 0.475 0.36 0.14 0.25
C -0.862 0.787 -0.430 0.25 -0.23 -0.34
C 0.019 -0.026 0.235 -0.15 0.17 0.09
C -1.007 1.313 1.640 -0.27 -0.02 0.11
C 1.055 -1.311 -1.435 0.02 -0.06 -0.29
H -1.281 1.764 2.584 0.03 -0.06 -0.12
H 0.105 -1.340 -1.980 0.06 0.03 0.09
H 1.718 -0.565 -1.887 -0.12 -0.04 0.03
H 0.483 -0.096 2.286 -0.13 0.07 0.00
H 1.524 -2.295 -1.490 -0.04 0.17 0.01
H -1.021 0.892 -1.492 -0.08 -0.18 0.11
```
Forces are in eV/Å.

## Properties
SMILES   COc1cnc[nH]1
HOMO energy   -0.3009 hartree
ΔE to the lowest compared entry with this formula, charge and spin   27.3 kcal/mol
E_LUMO   0.86 eV
F_max   0.48 eV/Å
Total energy   -340.75145 Eh
Orbital gap   9.043 eV

Q: Which value of F_max does entry 1 give?
A: 4.05 eV/Å